1.
Formula: C35H69BrNO16
Source: OMol25
Level of theory: wB97M-V/def2-TZVPD

The geometry in XYZ format:
```
122
C35H69BrNO16 | OMol25 | wB97M-V/def2-TZVPD
C -4.266 -5.596 3.983
C -5.047 -4.750 2.856
C -6.314 -4.061 3.631
C -4.190 -3.520 2.259
C -2.997 -3.960 1.273
N -3.246 -5.190 0.482
C -4.384 -5.075 -0.445
Br -3.604 -4.571 -2.244
C -5.238 -6.441 -0.604
O -5.274 -7.349 0.312
O -5.961 -6.712 -1.772
H -3.737 -4.859 4.690
H -3.573 -6.404 3.572
H -5.074 -6.109 4.632
H -5.515 -5.416 2.047
H -7.066 -4.887 3.903
H -6.751 -3.240 2.971
H -5.889 -3.686 4.627
H -4.923 -2.891 1.619
H -3.803 -2.854 3.122
H -2.685 -3.049 0.636
H -2.079 -4.187 1.946
H -3.274 -6.045 1.052
H -5.137 -4.256 -0.198
O -2.075 -0.954 -0.891
C -0.905 -0.836 -0.611
O -0.539 -0.443 0.625
C 0.808 -0.486 1.118
C 1.556 0.783 0.769
C 0.160 -1.025 -1.655
H 1.326 -1.386 0.777
H 0.732 -0.569 2.205
H 1.650 0.907 -0.314
H 2.557 0.771 1.204
H 1.019 1.657 1.143
H 0.340 -0.077 -2.164
H -0.198 -1.756 -2.383
H 1.094 -1.421 -1.260
O -7.485 -2.535 6.136
C -6.780 -1.674 6.608
O -5.544 -1.465 6.115
C -4.721 -0.340 6.450
C -3.901 -0.618 7.694
C -7.220 -0.892 7.815
H -5.314 0.574 6.535
H -4.047 -0.192 5.602
H -4.538 -0.778 8.566
H -3.227 0.216 7.905
H -3.307 -1.526 7.564
H -6.922 -1.423 8.720
H -8.308 -0.809 7.794
H -6.838 0.128 7.837
O -1.235 -4.764 -7.718
C -2.314 -5.200 -7.372
O -2.582 -5.389 -6.072
C -3.891 -5.688 -5.551
C -4.151 -7.179 -5.560
C -3.332 -5.635 -8.390
H -4.665 -5.123 -6.077
H -3.899 -5.331 -4.519
H -4.148 -7.582 -6.576
H -5.117 -7.403 -5.102
H -3.369 -7.706 -5.007
H -3.160 -6.680 -8.651
H -3.209 -5.020 -9.284
H -4.361 -5.495 -8.064
O 0.964 2.330 2.977
C 1.621 3.338 3.111
O 2.964 3.272 3.140
C 3.830 4.417 3.072
C 4.081 4.990 4.452
C 0.956 4.665 3.348
H 3.447 5.161 2.371
H 4.774 4.060 2.655
H 3.158 5.355 4.909
H 4.791 5.817 4.400
H 4.482 4.221 5.118
H 0.799 4.804 4.419
H -0.013 4.661 2.845
H 1.508 5.509 2.938
O 5.781 6.522 2.329
C 6.956 6.637 2.606
O 7.325 7.029 3.838
C 8.673 6.984 4.329
C 9.422 8.252 3.975
C 8.016 6.445 1.560
H 9.188 6.083 3.987
H 8.598 6.902 5.416
H 9.514 8.376 2.894
H 10.424 8.240 4.409
H 8.887 9.128 4.350
H 8.197 7.393 1.050
H 7.655 5.714 0.833
H 8.950 6.047 1.953
O 6.142 9.872 1.958
C 5.103 9.883 1.339
O 5.073 10.340 0.073
C 3.953 10.191 -0.812
C 2.973 11.335 -0.645
C 3.811 9.486 1.996
H 3.481 9.214 -0.692
H 4.360 10.213 -1.826
H 2.545 11.353 0.360
H 2.158 11.251 -1.367
H 3.477 12.294 -0.792
H 3.364 10.360 2.472
H 4.030 8.737 2.761
H 3.098 9.025 1.314
O 1.453 -8.861 -12.129
C 1.626 -7.790 -11.592
O 1.569 -7.685 -10.253
C 1.975 -6.520 -9.516
C 0.833 -5.532 -9.388
C 1.807 -6.539 -12.407
H 2.872 -6.071 -9.950
H 2.258 -6.872 -8.521
H 0.515 -5.158 -10.364
H 1.128 -4.681 -8.772
H -0.034 -6.009 -8.934
H 0.830 -6.104 -12.624
H 2.292 -6.808 -13.348
H 2.450 -5.799 -11.934
```

Values from the calculation:
orbital gap	0.1950	hartree
charge	-1
HOMO	-4.0	eV
LUMO	1.27	eV
electronic energy	-141706.0993	eV


2.
Formula: C35H69F2N10O5S2
Source: OMol25
Level of theory: wB97M-V/def2-TZVPD

The geometry in XYZ format:
```
123
C35H69F2N10O5S2 | OMol25 | wB97M-V/def2-TZVPD
C 6.844 -13.952 -5.941
C 6.068 -13.639 -4.619
C 6.572 -12.384 -3.907
O 4.722 -13.370 -4.930
H 6.828 -13.003 -6.478
H 6.379 -14.725 -6.552
H 7.838 -14.131 -5.530
H 6.225 -14.519 -3.995
H 7.652 -12.517 -3.844
H 6.274 -12.088 -2.901
H 6.518 -11.407 -4.388
C 1.019 -17.649 -6.107
C 1.379 -16.167 -5.864
N 1.756 -15.439 -7.026
C 0.896 -15.150 -8.028
C 1.678 -14.519 -9.005
N 2.954 -14.364 -8.624
C 2.990 -14.959 -7.387
C 3.957 -13.670 -9.366
H 0.203 -17.917 -6.779
H 0.749 -18.163 -5.185
H 1.825 -18.285 -6.475
H 2.199 -16.132 -5.147
H 0.543 -15.560 -5.516
H -0.144 -15.439 -8.068
H 1.367 -14.228 -9.997
H 3.817 -15.153 -6.719
H 3.566 -13.485 -10.367
H 4.738 -14.402 -9.573
H 4.304 -12.789 -8.828
C 12.003 -14.306 -7.412
C 10.591 -14.117 -6.778
N 10.625 -13.708 -5.382
C 10.938 -12.484 -4.714
C 10.860 -12.481 -3.350
N 10.550 -13.835 -3.086
C 10.512 -14.570 -4.279
C 10.357 -14.421 -1.751
H 12.517 -13.348 -7.336
H 11.981 -14.556 -8.473
H 12.577 -15.076 -6.896
H 10.060 -15.061 -6.897
H 10.104 -13.382 -7.419
H 11.271 -11.634 -5.292
H 10.965 -11.696 -2.616
H 10.574 -15.648 -4.304
H 11.242 -14.909 -1.344
H 9.453 -15.020 -1.865
H 10.280 -13.577 -1.066
C 7.755 -11.905 2.345
C 6.449 -12.711 2.299
N 5.695 -12.627 1.057
C 5.810 -13.593 0.050
C 4.955 -13.299 -1.023
N 4.392 -12.099 -0.651
C 4.875 -11.609 0.561
C 3.361 -11.390 -1.476
H 7.687 -10.929 2.827
H 8.130 -11.589 1.371
H 8.521 -12.499 2.844
H 5.937 -12.287 3.163
H 6.531 -13.755 2.601
H 6.433 -14.467 0.166
H 4.723 -13.791 -1.956
H 4.647 -10.639 0.977
H 3.679 -11.165 -2.493
H 3.352 -10.378 -1.071
H 2.333 -11.752 -1.507
C 1.512 -12.154 -6.294
C 1.980 -11.114 -5.240
N 2.711 -10.038 -5.813
C 2.196 -8.865 -6.338
C 3.208 -8.206 -7.126
N 4.319 -9.057 -7.019
C 3.992 -10.180 -6.233
C 5.555 -8.846 -7.716
H 2.488 -12.455 -6.677
H 1.067 -11.522 -7.063
H 0.820 -12.921 -5.948
H 2.578 -11.407 -4.377
H 1.120 -10.586 -4.829
H 1.144 -8.623 -6.335
H 3.268 -7.234 -7.593
H 4.563 -11.081 -6.063
H 5.356 -8.703 -8.778
H 6.202 -9.698 -7.511
H 5.970 -7.891 -7.392
C 10.435 -19.702 -1.960
C 8.926 -19.964 -2.312
C 8.317 -18.665 -2.769
N 6.773 -18.908 -3.048
C 6.419 -20.233 -3.850
C 6.050 -18.851 -1.654
C 4.962 -17.753 -1.696
C 4.881 -17.336 -3.170
C 6.206 -17.613 -3.814
H 10.870 -19.307 -2.878
H 10.911 -20.634 -1.655
H 10.505 -18.980 -1.147
H 8.436 -20.565 -1.546
H 9.035 -20.629 -3.169
H 8.830 -18.262 -3.643
H 8.423 -17.903 -1.998
H 6.893 -20.202 -4.831
H 5.344 -20.274 -4.024
H 6.729 -21.162 -3.372
H 5.691 -19.876 -1.552
H 6.754 -18.655 -0.846
H 4.050 -18.185 -1.283
H 5.336 -16.933 -1.083
H 4.107 -17.948 -3.634
H 4.597 -16.294 -3.317
H 6.258 -17.568 -4.901
H 6.883 -16.799 -3.553
N 11.155 -11.056 -7.809
S 9.547 -10.587 -7.945
O 8.503 -11.592 -7.973
O 9.262 -9.333 -8.662
F 9.445 -10.056 -6.421
S 11.584 -10.944 -9.224
O 12.585 -9.927 -9.636
O 10.701 -11.435 -10.324
F 12.625 -12.183 -9.086
```

Values from the calculation:
orbital gap	0.2499	hartree
charge	+3
HOMO	-13.4	eV
LUMO	-6.57	eV
electronic energy	-89626.7236	eV


3.
Formula: C35H69NO11
Source: OMol25
Level of theory: wB97M-V/def2-TZVPD

The geometry in XYZ format:
```
116
C35H69NO11 | OMol25 | wB97M-V/def2-TZVPD
C 5.047 3.543 0.081
N 4.973 3.811 -1.352
C 6.043 4.659 -1.836
C 6.045 6.088 -1.285
C 7.146 6.618 -0.616
O 8.271 5.867 -0.387
C 7.175 7.907 -0.154
C 6.089 8.746 -0.297
C 4.987 8.228 -0.928
C 4.960 6.933 -1.419
C 3.669 6.526 -2.102
O 3.615 5.827 -3.092
C 2.422 7.100 -1.469
C 1.175 6.214 -1.404
C 0.486 6.426 -0.042
O 1.101 6.432 1.003
C 2.450 8.331 -0.984
C 3.751 9.096 -1.070
O 3.808 10.290 -1.265
H 4.033 3.305 0.427
H 5.373 4.404 0.687
H 5.641 2.640 0.267
H 4.061 4.124 -1.647
H 6.011 4.728 -2.930
H 6.997 4.164 -1.614
H 7.996 4.964 -0.191
H 8.052 8.317 0.338
H 6.102 9.766 0.071
H 0.490 6.371 -2.240
H 1.534 5.175 -1.372
H -0.618 6.539 0.041
H 1.604 8.807 -0.495
C -1.756 2.696 -1.369
C -2.193 3.453 -0.124
C -2.871 2.529 0.871
O -3.087 4.508 -0.493
H -2.619 2.256 -1.875
H -1.278 3.372 -2.081
H -1.055 1.897 -1.121
H -1.325 3.924 0.344
H -3.767 2.082 0.437
H -3.187 3.084 1.758
H -2.202 1.725 1.182
H -3.857 4.106 -0.907
C -2.297 -2.172 -1.225
C -2.741 -1.426 0.025
C -3.407 -2.361 1.019
O -3.652 -0.383 -0.340
H -3.154 -2.623 -1.735
H -1.828 -1.487 -1.933
H -1.584 -2.963 -0.980
H -1.883 -0.950 0.492
H -4.298 -2.818 0.587
H -3.728 -1.809 1.905
H -2.727 -3.156 1.329
H -4.419 -0.791 -0.757
C -0.941 0.776 4.354
C -1.037 -0.542 3.601
C 0.056 -1.507 4.026
O -0.937 -0.300 2.196
H 0.016 1.267 4.153
H -1.726 1.461 4.030
H -1.034 0.624 5.431
H -2.015 -0.993 3.778
H 1.045 -1.092 3.812
H -0.022 -2.441 3.469
H -0.003 -1.731 5.093
H -0.077 0.099 2.025
C -2.807 -7.063 -0.435
C -3.260 -6.319 0.812
C -3.915 -7.261 1.810
O -4.179 -5.289 0.447
H -3.660 -7.524 -0.941
H -2.347 -6.374 -1.145
H -2.085 -7.844 -0.190
H -2.404 -5.828 1.278
H -4.803 -7.729 1.375
H -4.243 -6.714 2.695
H -3.226 -8.048 2.122
H -4.942 -5.707 0.033
C 4.681 0.630 -4.177
C 3.218 1.044 -4.137
C 2.952 2.224 -5.060
O 2.853 1.388 -2.802
H 5.322 1.451 -3.841
H 4.860 -0.210 -3.504
H 4.984 0.341 -5.185
H 2.590 0.201 -4.430
H 3.540 3.094 -4.753
H 1.902 2.515 -5.015
H 3.204 1.982 -6.094
H 3.403 2.133 -2.532
C 2.323 -5.088 0.609
C 2.137 -3.660 1.099
C 3.029 -2.693 0.336
O 2.432 -3.588 2.495
H 3.355 -5.417 0.761
H 1.683 -5.771 1.170
H 2.083 -5.176 -0.452
H 1.092 -3.365 0.982
H 4.084 -2.946 0.480
H 2.892 -1.675 0.703
H 2.811 -2.711 -0.733
H 3.351 -3.846 2.619
C -8.093 -8.107 2.898
C -7.989 -8.324 1.396
C -9.248 -7.861 0.679
O -7.763 -9.706 1.127
H -8.926 -8.681 3.313
H -7.187 -8.451 3.397
H -8.244 -7.053 3.137
H -7.126 -7.779 1.008
H -10.118 -8.427 1.023
H -9.161 -8.030 -0.395
H -9.435 -6.799 0.851
H -8.518 -10.200 1.465
```

Values from the calculation:
energy relative to the best compared isomer or geometry (same formula, charge and spin)	9.0	kcal/mol
structure (SMILES)	CNCc1c(O)ccc2c1C(=O)C(CC=O)=CC2=O.CC(C)O.CC(C)O.CC(C)O.CC(C)O.CC(C)O.CC(C)O.CC(C)O
orbital gap	0.3106	hartree
HOMO	-9.3	eV
LUMO	-0.82	eV
electronic energy	-61425.0280	eV


4.
Formula: C35H70Cl2I2N2O15P3
Source: OMol25
Level of theory: wB97M-V/def2-TZVPD

The geometry in XYZ format:
```
129
C35H70Cl2I2N2O15P3 | OMol25 | wB97M-V/def2-TZVPD
C 1.925 -3.140 -0.931
C 1.321 -1.617 -0.821
I -0.250 -1.333 0.739
C 1.759 -0.479 -1.723
I 3.300 -0.754 -3.314
C 1.161 1.063 -1.605
N -0.197 1.392 -1.504
C -0.424 2.912 -1.370
O -1.514 2.980 -0.384
C -2.758 3.485 -1.004
C -4.132 2.873 -0.352
C -3.908 2.147 1.125
C -4.918 1.777 -1.287
C -5.272 2.305 -2.810
C -4.192 0.271 -1.284
C 0.985 3.274 -0.546
Cl 0.722 2.257 1.018
C 1.260 4.832 -0.115
C 1.978 4.929 1.391
O 3.157 4.333 1.687
Cl 1.218 5.905 2.819
C 1.990 2.512 -1.593
O 1.924 3.142 -2.952
C 3.608 2.491 -1.328
C 4.347 2.843 -2.786
N 4.863 4.122 -3.021
H 1.071 -3.901 -1.270
H 2.212 -3.487 0.175
H 2.907 -3.241 -1.560
H -0.975 0.671 -1.481
H -0.602 3.497 -2.393
H -2.770 4.659 -0.790
H -2.770 3.394 -2.187
H -4.864 3.782 -0.169
H -3.739 2.934 1.988
H -3.097 1.301 1.100
H -4.942 1.610 1.370
H -5.974 1.593 -0.762
H -6.321 1.948 -3.207
H -5.166 3.489 -2.892
H -4.458 1.862 -3.550
H -4.717 -0.427 -0.480
H -3.083 0.464 -0.960
H -4.193 -0.180 -2.366
H 0.185 5.329 0.032
H 1.811 5.478 -0.926
H 1.828 4.134 -2.758
H 4.035 1.476 -0.932
H 3.962 3.368 -0.601
H 4.436 2.084 -3.675
H 5.243 4.100 -4.015
O -0.354 -7.714 5.310
P 0.943 -6.868 5.295
O 0.418 -5.835 4.111
C -0.537 -4.852 4.455
C 0.149 -3.633 5.033
O 1.725 -7.919 4.264
C 1.638 -9.318 4.494
C 0.785 -9.953 3.411
O 2.392 -5.923 5.278
C 3.657 -6.535 5.457
C 4.415 -6.475 4.138
H -1.277 -5.256 5.152
H -1.064 -4.575 3.536
H 0.618 -3.871 5.993
H -0.567 -2.822 5.188
H 0.944 -3.281 4.366
H 1.245 -9.538 5.492
H 2.651 -9.727 4.449
H -0.222 -9.525 3.396
H 0.704 -11.033 3.560
H 1.220 -9.765 2.423
H 3.565 -7.559 5.828
H 4.200 -5.959 6.211
H 3.897 -7.030 3.353
H 5.423 -6.888 4.244
H 4.492 -5.441 3.787
O -5.323 2.592 5.077
P -5.827 3.055 6.466
O -7.420 3.125 6.018
C -8.128 1.912 5.868
C -8.661 1.447 7.207
O -5.494 4.659 6.154
C -4.259 5.011 5.548
C -4.511 5.484 4.129
O -6.389 3.573 8.018
C -5.625 4.470 8.804
C -6.348 5.808 8.853
H -7.496 1.147 5.408
H -8.964 2.105 5.188
H -7.840 1.176 7.877
H -9.311 0.577 7.084
H -9.226 2.246 7.699
H -3.547 4.179 5.572
H -3.821 5.826 6.133
H -4.998 4.706 3.532
H -3.576 5.767 3.639
H -5.185 6.347 4.128
H -4.603 4.572 8.426
H -5.562 4.056 9.813
H -6.442 6.250 7.859
H -5.820 6.518 9.497
H -7.367 5.678 9.232
O 6.475 -1.461 -7.144
P 5.925 -0.617 -8.320
O 4.339 -1.001 -8.035
C 3.688 -0.391 -6.940
C 3.150 0.967 -7.340
O 6.192 -1.827 -9.435
C 7.423 -2.537 -9.414
C 7.176 -3.955 -8.935
O 5.310 0.327 -9.633
C 6.020 0.414 -10.856
C 5.238 -0.336 -11.925
H 4.362 -0.311 -6.082
H 2.857 -1.042 -6.650
H 3.970 1.659 -7.560
H 2.541 1.394 -6.539
H 2.541 0.892 -8.247
H 8.170 -2.029 -8.794
H 7.813 -2.557 -10.436
H 6.736 -3.965 -7.933
H 8.108 -4.528 -8.913
H 6.466 -4.463 -9.595
H 7.043 0.039 -10.761
H 6.081 1.470 -11.129
H 5.143 -1.397 -11.682
H 5.722 -0.248 -12.902
H 4.218 0.057 -11.999
```

Values from the calculation:
orbital gap	0.2386	hartree
charge	+1
HOMO	-11.2	eV
LUMO	-4.74	eV
electronic energy	-140212.9927	eV